1.
The following is a quantum chemistry calculation of an isolated molecule of C4H8O2, from the OMol25 dataset.

Summary:
SMILES: CCC(=O)OC
Energy above the lowest of the compared OMol25 structures with the same formula, charge and spin: 0.362 eV
Strongest force on any atom: 0.48 eV/Å
LUMO: 0.961 eV

```
! RIJCOSX wB97M-V def2-TZVPD def2/J DEFGRID3
* xyz 0 1
C -1.84447 -0.75435 1.58567
C 1.22860 0.14118 -0.23680
H 0.90082 -0.16747 -2.36030
O -0.47325 -0.70391 1.18768
H -1.90322 -1.52017 2.35864
O -1.06648 0.89445 -0.27068
H 2.40530 0.69083 -1.98193
C 1.35709 0.57202 -1.69399
H -2.47103 -1.02148 0.73084
H 0.83530 1.51948 -1.84814
H 1.78692 0.82257 0.41841
H -2.17355 0.21348 1.97163
C -0.21872 0.17225 0.20123
H 1.63669 -0.85889 -0.06227
*
```

How is the electron density shared among the atoms? According to natural (NBO), the charges in e are: -0.264, -0.505, 0.209, -0.505, 0.194, -0.604, 0.210, -0.603, 0.194, 0.228, 0.233, 0.194, 0.794, 0.227

2.
The following is a quantum chemistry calculation of a structure of composition C13H12Cl2N3O8Ti in a non-equilibrium geometry, from the OMol25 dataset.

Summary:
Energy above the lowest of the compared OMol25 structures with the same formula, charge and spin: 3.286 eV
Strongest force on any atom: 1.06 eV/Å
LUMO (spin up / spin down): -0.596 / -1.924 eV

```
! RIJCOSX wB97M-V def2-TZVPD def2/J DEFGRID3
* xyz 0 2
C 2.91780 -3.85178 0.81169
C -0.37328 -2.59139 -0.51864
H 2.47454 1.17757 -2.13311
H 0.58534 2.87506 -2.97708
O -0.76299 -3.52450 -1.17621
N -3.19763 0.41784 -0.04392
N 2.45438 -1.11720 3.30394
H 0.39782 -1.06410 1.71060
C -3.43808 1.12999 -2.40312
C -2.75349 0.83718 -1.12850
H -3.00421 0.52345 -3.19799
O -0.96809 2.15632 3.17808
C 0.16531 1.87978 -3.14557
H 1.55813 -4.37705 -0.77145
C 1.08106 -1.84752 1.40440
H -0.80869 2.00271 -3.61072
O -2.45243 0.19556 1.01648
Cl -1.55889 4.01509 -0.18526
C -0.93934 2.42027 2.00998
Ti -0.84704 0.43369 -0.12526
C 2.22821 -2.01923 2.16124
C 1.76858 -3.71011 0.05316
C 0.05491 1.16344 -1.84931
O 2.30463 0.66716 -1.32603
H -3.30937 2.18155 -2.66005
C 0.85110 -2.70224 0.33992
H 4.03693 -3.09583 2.50298
O 3.42484 -1.33421 4.00346
H 3.63073 -4.62825 0.57057
N 0.95110 0.66770 -1.12437
H -4.50238 0.90844 -2.32303
O -0.27498 1.77265 1.08827
H -1.30715 4.53099 2.07267
H 0.81761 1.33972 -3.83764
O -0.88596 -1.38232 -0.59746
C 3.15706 -3.00446 1.88398
Cl -3.41534 3.50524 1.99303
O 1.65242 -0.22618 3.48618
C -1.71317 3.67499 1.54409
*
```

How is the electron density shared among the atoms? According to natural (NBO), the charges in e are: -0.209, 0.793, 0.463, 0.250, -0.570, 0.058, 0.518, 0.236, -0.685, 0.126, 0.242, -0.536, -0.718, 0.243, -0.193, 0.244, -0.447, -0.018, 0.774, 1.290, 0.092, -0.131, 0.120, -0.500, 0.242, -0.156, 0.252, -0.378, 0.225, -0.117, 0.247, -0.698, 0.249, 0.232, -0.687, -0.195, 0.019, -0.353, -0.325

3.
The following is a quantum chemistry calculation of a cluster of 14 separate species, C30H84F3O15 in total in a non-equilibrium geometry, from the OMol25 dataset.

Summary:
Energy above the lowest of the compared OMol25 structures with the same formula, charge and spin: 4.961 eV
Strongest force on any atom: 5.41 eV/Å
LUMO: 1.902 eV

```
! RIJCOSX wB97M-V def2-TZVPD def2/J DEFGRID3
* xyz -1 1
F 2.02469 0.15429 0.06678
H 4.07477 1.89160 1.36269
H -4.42509 -3.49965 0.24494
H 4.52484 0.18515 2.95751
O -0.58398 -0.54186 0.94980
H -3.88199 -0.88334 -4.03566
C -2.47200 -0.79682 -5.74010
C -2.12652 3.96451 -2.74642
C -3.19300 -1.29725 3.31704
H 2.27452 -3.50765 4.05688
C 1.31610 -1.13848 -4.49799
C -1.24728 -1.40749 -0.04222
H 1.74006 -6.49110 2.74938
H -3.13685 -1.23189 5.47139
C -6.42134 -3.10254 1.12533
H -2.26294 -1.04580 -3.62767
H 3.02430 5.72483 3.05959
F 0.60993 0.19624 -1.58864
O -6.24144 -1.67864 1.14482
C -0.27359 0.79067 0.56687
H -2.85417 3.59066 -3.46673
H -1.02200 -1.27684 -1.10066
C 1.81077 -5.82988 -0.31973
H -4.37280 -0.66626 -6.19608
O -2.18274 -0.34942 3.20816
H -2.46170 -1.87193 -5.91935
H 0.85007 4.03134 1.82368
H 1.25313 -5.21977 -1.03029
H -4.07129 0.04775 4.93138
H -4.58077 -3.59926 1.98992
H -4.08021 3.35269 1.59680
C 1.50904 4.32187 2.64188
H 1.67724 6.57956 2.59900
O 0.77391 4.41316 3.87257
H 6.37708 4.58771 -0.34183
H 0.71513 -1.89446 -2.57542
C 0.93342 0.81545 -0.38034
C 2.19728 5.65370 2.35314
C 1.20335 -5.70223 1.05726
H 4.81138 5.00789 -1.95896
H 2.95689 -2.02589 4.84962
H 3.96923 -1.88706 0.71460
H 0.90386 -0.14250 -4.33617
H 3.88995 3.03350 -1.87115
C -5.10050 -3.78768 1.05052
H 0.14250 -5.91922 1.18215
H 6.35085 0.41098 2.85362
C 4.67167 -3.32019 -0.75023
H -0.99322 -2.85357 1.50927
H 5.49963 4.23698 -3.30779
H 2.38423 -1.03373 -4.30769
O -3.05865 3.11879 3.22030
H -2.64140 2.44919 1.37519
H 2.65546 -2.86221 0.02115
H 0.00567 3.83693 -2.36416
C -2.07069 4.54612 1.47325
C 5.36071 0.85877 2.76871
H 3.72545 -3.67260 1.04609
H -1.13596 1.14972 0.00518
C -0.71443 3.36123 -3.02994
H 0.63988 3.66387 -4.36977
H -2.49900 3.63254 -1.77732
H -7.04187 -3.33388 1.99108
H -3.90821 -1.22216 2.49793
O -3.57900 -0.18003 -6.43070
H 5.19820 1.64625 3.50462
H -2.42152 5.39904 2.05423
H -7.03365 -3.34021 0.25545
C 0.66999 -2.18577 -3.62480
H -2.84991 -2.32669 3.42024
H 0.58184 -1.98888 5.11352
H -0.66430 2.29313 -2.81838
C -3.84990 -0.99027 4.68317
O 1.07961 -0.43302 3.89967
H 1.38105 -0.40232 2.98874
H -2.10845 4.76132 0.40537
C 2.36455 -2.42185 4.02472
O -5.54110 -1.01933 -1.65152
H 2.88947 -2.13651 3.11305
H 0.11712 5.11230 3.83474
O 1.85631 -6.66791 1.81299
H 1.50942 -4.76381 1.51963
H 5.63341 -2.98074 -0.36561
H 2.26630 3.53836 2.66951
H -0.38771 -2.09667 -3.87264
H 0.15769 -3.10407 0.14872
O 4.83619 2.98794 -1.71573
H -2.07949 5.05230 -2.69527
H -4.75187 -1.57813 4.85337
C -2.90395 -0.48862 -4.31087
H -6.08262 -1.32026 -2.38486
O -0.09014 1.48983 1.78551
C 5.44369 4.15988 -2.22196
H -6.08958 -1.29191 0.27939
O 4.45699 -2.67878 -1.96274
H -6.23645 0.93827 -1.65768
C 0.96742 -1.80965 4.10987
H -1.08729 4.27545 1.85763
H -1.50061 -0.38475 -6.01343
H -1.58336 -0.72611 2.55974
C 5.03570 1.37712 1.36055
H 0.91239 -3.21544 -3.88773
H -3.19565 0.50666 -1.16808
H -5.07749 0.56467 -2.86475
H 4.65046 -1.74165 -1.88546
O -0.31808 3.70180 -4.32004
H 6.06021 2.47558 0.08253
C -0.85492 -2.81378 0.42881
H 2.86256 -5.54409 -0.33289
H 7.05510 5.33556 -1.72290
H 4.74253 -4.40211 -0.86214
H 0.18398 -2.18830 3.45342
H 2.64058 5.64055 1.35745
C -3.02436 3.34319 1.86733
H -4.15694 0.24945 0.15214
F 1.44896 2.04164 -0.68641
C -4.20792 0.72451 -0.82756
H 5.03574 0.55597 0.64373
C -5.31620 0.37654 -1.81798
H -4.26874 1.80401 -0.68943
O 6.11242 2.19301 0.99851
H -3.45943 3.90233 3.60377
H 1.60709 -6.82929 -0.70417
O 1.05442 -1.42306 -5.84199
C 3.70550 -2.86569 0.31355
H 7.56122 3.71207 -1.28238
H -1.48708 -3.57027 -0.03616
C 6.69705 4.37169 -1.36117
H -5.23911 -4.86881 1.04297
H -2.72143 0.52560 -3.95571
H 1.92320 -1.49064 -6.24479
H -2.33140 -1.30112 -0.00389
*
```

Mulliken population analysis, charges in e, atoms 1 to 99: -0.234, -0.040, 0.146, 0.199, 1.251, 0.171, -0.392, -0.964, 0.804, 0.324, -0.149, 1.260, 0.315, 0.352, -0.355, -0.102, 0.366, -0.051, -0.530, 0.187, 0.355, -0.383, -0.845, 0.328, -0.389, 0.260, -0.269, 0.228, 0.318, 0.070, 0.403, 0.833, 0.386, -0.547, 0.361, -0.197, 0.030, -1.341, 0.428, 0.280, 0.324, 0.202, -0.017, 0.188, -0.658, 0.326, 0.357, -0.761, 0.044, 0.329, 0.441, -0.491, -0.699, 0.003, 0.319, -0.693, -1.200, 0.328, -0.402, 0.382, 0.317, -0.025, 0.275, -0.032, -0.570, 0.382, 0.464, 0.279, -0.267, 0.160, 0.410, -0.132, -1.627, -0.382, -0.018, 0.164, -0.619, -0.531, -0.190, 0.310, -0.606, -0.225, 0.320, 0.039, -0.061, -0.255, -0.380, 0.369, 0.374, 0.027, 0.239, -0.910, -0.133, 0.305, -0.521, 0.355, 0.424, -0.141, 0.264

4.
The following is a quantum chemistry calculation of a structure of composition C19H29AsFeN10O2S2Se in a non-equilibrium geometry, from the OMol25 dataset.

Summary:
Strongest force on any atom: 1.53 eV/Å
LUMO (spin up / spin down): 4.483 / 4.477 eV

```
! RIJCOSX wB97M-V def2-TZVPD def2/J DEFGRID3
* xyz -2 5
C 1.93273 5.18728 -3.40721
H -4.46180 -0.80692 -2.09329
H 4.12392 2.77225 2.81789
N -3.66796 -1.43270 -2.02925
H -0.77253 5.01893 2.70277
H 5.53776 1.94919 2.14185
H 0.26557 3.46818 4.53256
H 4.96611 3.95431 0.74561
H -1.56369 4.50193 1.18935
C 1.61973 0.94737 -2.75344
S -0.68908 1.38079 -1.17460
C 3.60561 -1.40090 1.78872
C 4.35749 3.05035 0.69248
H -3.22142 -1.72146 -2.88358
H 4.70183 2.45255 -0.15497
C -2.46802 2.65789 3.57250
C -0.73308 4.31342 1.86956
S 1.56050 -0.78521 -2.67933
C 4.06533 -0.17670 2.55634
H -3.32018 2.86190 2.92268
H 3.82576 -2.31905 2.33812
H 1.44013 2.53149 3.55921
C -2.82212 -1.16599 -0.99726
N 1.98978 6.32638 -3.57183
H 0.19734 4.45183 1.31856
C 2.89455 3.41311 0.51445
N 2.03038 2.29370 0.85746
C 1.85394 3.75780 -3.19266
Fe -0.71321 0.27825 1.13942
C 2.10638 -1.28143 1.54538
H 1.52134 -1.57098 2.42444
N -1.71672 -1.94844 -0.96020
C 3.92747 3.36188 -4.50991
C 0.42648 2.55198 3.96153
H 0.09545 3.89654 -1.99316
As -0.85580 2.43338 2.49779
C 0.82764 3.22512 -2.42493
H -1.50474 -2.43128 -1.82846
H 5.14199 -0.18364 2.74789
Se -1.19813 -0.84890 3.12957
H 4.15048 -1.42765 0.84154
C 4.49419 2.21013 1.94487
H 1.83196 -1.96950 0.74086
C 2.47104 1.04300 1.23938
H 0.15488 -1.33234 -0.78726
H 1.16488 2.20899 0.32246
H 0.25731 1.66808 4.57618
H 2.69901 3.71810 -0.51302
C 0.68271 1.85542 -2.15880
N 3.76433 0.98287 1.74174
H -2.33399 3.47478 4.28540
C 2.80534 2.88162 -3.71834
H -0.40717 -2.36995 0.48821
N 4.82053 3.72583 -5.14117
N -0.62059 -1.62647 -0.16818
N 1.66714 0.05159 1.16344
H 3.40568 0.85189 -3.92452
O -5.07616 0.22357 -0.73209
C 2.67545 1.52645 -3.49554
H 3.54485 -0.12685 3.52398
H 2.65385 4.26633 1.16131
N -2.95308 -0.29006 -0.00995
O -4.02129 1.49047 0.71213
H -2.62055 1.70322 4.07614
N -4.07650 0.51067 -0.02615
*
```

How is the electron density shared among the atoms? According to natural (NBO), the charges in e are: 0.313, 0.434, 0.169, -0.811, 0.193, 0.189, 0.192, 0.204, 0.226, -0.143, -0.462, -0.416, -0.412, 0.384, 0.215, -0.966, -0.970, -0.481, -0.196, 0.230, 0.199, 0.216, 0.646, -0.393, 0.214, -0.202, -0.663, -0.231, 0.924, -0.248, 0.243, -0.404, 0.333, -0.970, 0.221, 0.969, -0.139, 0.369, 0.181, -1.284, 0.203, -0.194, 0.187, 0.627, 0.432, 0.440, 0.259, 0.216, -0.202, -0.465, 0.187, -0.186, 0.392, -0.397, -0.724, -0.610, 0.223, -0.510, -0.201, 0.183, 0.172, -0.439, -0.369, 0.267, 0.633